A | Computed, not measured: an isolated ion of composition C4H3N2 and charge +1, with the ωB97M-V functional and the def2-TZVPD basis.

Geometry as ORCA input:
```
! wB97M-V def2-TZVPD RIJCOSX def2/J DEFGRID3
* xyz 1 1
C 0.156 1.081 0.040
N -0.942 0.718 0.007
C -1.922 -0.400 0.016
C -1.239 -1.522 0.006
C 0.110 -1.420 0.037
N 1.205 -1.079 -0.006
H 1.231 1.441 0.131
H -3.007 -0.242 -0.284
H 2.211 -1.403 0.098
*
```

Output
Highest occupied orbital energy: -14.54 eV
LUMO: -0.205 hartree
SMILES: C#[N+]C=C=C=N
Frontier orbital gap: 8.96 eV

***

B | Computed, not measured: C4H3N2 as an isolated structure, with the ωB97M-V functional and the def2-TZVPD basis.

Geometry as ORCA input:
```
! wB97M-V def2-TZVPD RIJCOSX def2/J DEFGRID3
* xyz 1 1
C -1.836 0.201 -0.207
C -0.477 -1.159 -0.155
C 0.120 0.186 -0.035
C 1.260 0.723 0.242
N -1.755 -1.078 -0.136
N -1.354 1.251 -0.018
H 0.163 -2.145 -0.220
H 1.678 1.795 0.482
H 2.203 0.225 0.046
*
```

Output
Highest occupied orbital energy: -17.34 eV
LUMO: -0.256 hartree
Frontier orbital gap: 10.38 eV

***

Which structure is most stable, and how do the rest compare? From most to least stable: A, B.

***

A | Computed, not measured: one molecule with the formula C20H27N3O3S, with the ωB97M-V functional and the def2-TZVPD basis.

Geometry as ORCA input:
```
! wB97M-V def2-TZVPD RIJCOSX def2/J DEFGRID3
* xyz 0 1
C 1.144 2.321 -2.672
C 0.836 0.852 -2.936
C 2.004 -0.041 -2.526
O 2.105 0.019 -1.120
C 3.138 -0.605 -0.494
C 4.085 -1.396 -1.133
C 5.103 -1.990 -0.405
C 5.190 -1.803 0.960
C 4.249 -1.016 1.602
C 3.222 -0.418 0.894
C 2.200 0.433 1.596
S 2.502 2.185 1.126
C 1.031 2.928 1.920
C -0.043 3.053 0.879
O -0.459 4.106 0.454
N -0.541 1.877 0.386
C -0.280 0.569 0.748
C 0.816 -0.032 1.289
C 0.498 -1.447 1.448
O 1.168 -2.376 1.848
N -0.820 -1.555 1.048
N -1.278 -0.362 0.494
C -2.698 -0.067 0.674
C -3.027 0.128 2.154
C -3.528 -1.184 0.029
C -4.956 -0.748 -0.292
C -5.745 -1.877 -0.945
H 0.273 2.941 -2.869
H 1.445 2.461 -1.638
H 1.957 2.659 -3.311
H 0.630 0.694 -3.997
H -0.042 0.543 -2.366
H 1.823 -1.077 -2.848
H 2.932 0.317 -2.991
H 4.035 -1.558 -2.198
H 5.828 -2.604 -0.918
H 5.982 -2.268 1.526
H 4.305 -0.872 2.670
H 2.375 0.374 2.677
H 1.309 3.918 2.276
H 0.734 2.288 2.750
H -1.233 2.005 -0.342
H -1.226 -2.422 0.733
H -2.899 0.864 0.133
H -2.470 0.971 2.557
H -4.087 0.324 2.285
H -2.761 -0.765 2.716
H -3.562 -2.048 0.696
H -3.038 -1.488 -0.900
H -5.464 -0.441 0.624
H -4.932 0.113 -0.964
H -5.800 -2.737 -0.283
H -6.757 -1.552 -1.170
H -5.271 -2.188 -1.873
*
```

Output
Highest occupied orbital energy: -8.28 eV
LUMO: 0.020 hartree
SMILES: CCCOc1ccccc1[C@H]1SCC(=O)Nc2c1c(=O)[nH]n2[C@H](C)CCC
Frontier orbital gap: 8.82 eV

***

B | Computed, not measured: C20H27N3O3S as an isolated structure, with the ωB97M-V functional and the def2-TZVPD basis.

Geometry as ORCA input:
```
! wB97M-V def2-TZVPD RIJCOSX def2/J DEFGRID3
* xyz 0 1
C -0.087 3.049 0.717
C 0.850 1.791 0.359
O 0.422 0.747 1.038
C 0.569 0.653 2.435
C 0.461 -0.916 2.856
C 1.625 -1.654 2.714
N 1.944 -1.577 1.426
C 1.264 -2.020 0.168
N 1.365 -1.826 -1.069
C 2.433 -1.048 -1.419
C 2.478 -0.564 -2.763
C 3.425 0.175 -3.329
C 4.419 0.518 -2.441
C 4.284 0.568 -0.939
C 3.252 -0.387 -0.631
C 3.002 -0.604 1.052
O 3.761 -0.191 1.848
H 4.880 0.897 -0.176
H 5.276 1.461 -2.761
H 3.610 0.309 -4.168
H 1.814 -1.256 -3.556
S -0.063 -3.089 0.978
C -0.819 -3.377 -0.682
H -0.159 -3.222 -1.358
H -1.097 -4.372 -0.997
C -1.983 -2.614 -0.913
O -3.086 -3.305 -1.326
N -1.881 -1.183 -0.603
H -1.107 -1.028 -0.135
C -2.955 -0.424 -0.583
H -3.873 -0.827 -1.005
C -3.251 0.331 0.538
C -3.996 1.630 0.277
H -5.115 1.250 0.312
C -3.686 1.810 -1.210
H -3.141 3.055 -1.289
H -4.520 1.876 -2.008
C -2.703 0.773 -1.373
H -2.868 0.494 -2.657
H -1.777 1.191 -1.423
H -3.733 2.364 1.063
H -2.388 0.716 1.310
H -3.834 -0.298 1.431
H 2.493 -1.332 3.247
H 1.410 -2.557 2.835
H -0.302 -1.278 2.589
H 0.424 -0.810 4.136
H 1.638 0.966 2.693
H -0.211 1.404 2.860
H 0.496 1.589 -0.645
H 1.779 2.050 0.547
H 0.212 3.890 -0.081
H 0.171 3.443 1.561
H -1.123 2.762 0.549
*
```

Output
Highest occupied orbital energy: -8.85 eV
LUMO: 0.003 hartree
Frontier orbital gap: 8.92 eV

***

Which structure is most stable, and how do the rest compare? From most to least stable: A, B.

***

A | Computed, not measured: a 2-piece molecular cluster, C5H7N2P overall, with the ωB97M-V functional and the def2-TZVPD basis.

Geometry as ORCA input:
```
! wB97M-V def2-TZVPD RIJCOSX def2/J DEFGRID3
* xyz 0 1
C 1.743 -0.660 0.716
C 1.096 -1.847 0.440
C 0.935 0.398 0.191
C -2.757 0.819 -0.591
C 1.267 1.696 0.317
N -0.063 -0.206 -0.536
N -0.033 -1.469 -0.247
P -2.687 0.227 -2.133
H 2.762 -0.508 1.285
H 1.351 -2.857 0.678
H -1.889 1.067 -0.023
H -3.855 0.834 -0.315
H 2.229 1.958 0.677
H 0.576 2.543 0.245
H -0.676 -1.996 -0.704
*
```

Output
Highest occupied orbital energy (spin up / spin down): -7.49 / -7.60 eV
LUMO (spin up / spin down): -0.006 / -0.010 hartree
Frontier orbital gap (spin up / spin down): 7.33 / 7.34 eV

***

B | Computed, not measured: one molecule with the formula C5H7N2P, with the ωB97M-V functional and the def2-TZVPD basis.

Geometry as ORCA input:
```
! wB97M-V def2-TZVPD RIJCOSX def2/J DEFGRID3
* xyz 0 1
H 1.210 -3.338 -0.364
N 1.548 -2.321 -0.494
C 0.789 -1.386 -0.171
P -0.734 -1.518 0.927
C -0.616 0.436 1.130
C 0.167 1.198 0.007
C 1.242 0.270 -0.451
C 2.522 0.443 0.127
N 3.452 0.720 0.693
H -1.595 -1.443 -0.213
H -0.256 0.530 2.104
H -1.685 0.725 1.129
H -0.553 1.411 -0.756
H 0.663 2.061 0.499
H 1.637 0.417 -1.517
*
```

Output
Highest occupied orbital energy: -9.50 eV
LUMO: 0.025 hartree
SMILES: [H]/N=C1\PCC[C@H]1C#N
Frontier orbital gap: 10.17 eV

***

Which structure is most stable, and how do the rest compare? From most to least stable: B, A.